[1]
44
Properties=species:S:1:pos:R:3:forces:R:3:nbo_charge:R:1 method="wB97M-V/def2-TZVPD" orbital_gap_ev=3.159 energy_ha=-4178.8093 total_charge=-1
Br 5.383721 0.893287 3.634360 0.0 0.0 0.1 0.06
C 3.501783 0.726625 3.540157 -0.5 -0.3 -0.4 -0.07
C 2.945538 -0.560263 3.446773 -0.5 0.9 0.0 -0.24
C 1.569095 -0.679013 3.251201 -0.2 0.7 0.2 -0.14
C 0.740333 0.463849 3.137721 1.0 0.2 0.3 -0.11
C -0.689172 0.267884 2.898150 -1.4 1.2 0.4 -0.07
C -1.619492 1.261357 3.086640 2.6 -1.0 0.2 -0.13
N -2.982798 1.002601 2.940945 -3.8 -1.9 -0.2 0.47
O -3.834301 1.900189 3.198538 2.2 -1.7 -0.6 -0.39
O -3.320393 -0.181649 2.621139 0.7 2.9 0.8 -0.39
C 1.333538 1.749146 3.293466 0.0 -0.8 0.2 -0.16
C 2.712762 1.882414 3.477267 -0.5 -0.7 -0.1 -0.23
H 3.564392 -1.440481 3.505851 0.1 0.0 0.0 0.23
H 1.090811 -1.658892 3.272044 0.2 0.2 -0.3 0.22
H -1.028401 -0.736414 2.606154 0.1 0.6 0.0 0.26
H -1.369001 2.232024 3.504061 -0.3 -0.1 -0.4 0.22
H 0.690870 2.630813 3.332221 0.3 -0.2 -0.3 0.22
H 3.165222 2.860977 3.551441 0.0 0.0 0.0 0.23
C -5.506722 0.416029 0.339906 0.0 0.4 0.1 -0.64
C -4.652537 -0.125988 -0.772973 0.2 -0.1 0.1 -0.07
O -3.307643 0.355384 -0.550473 -1.2 -0.1 -0.1 -0.54
C -2.461312 -0.101095 -1.497420 2.5 -0.1 -0.7 0.73
C -1.048799 0.197573 -1.222944 -2.1 0.6 1.0 -0.29
N -0.186764 -0.193859 -2.094665 0.7 -0.9 -1.4 -0.34
C 1.099269 -0.188916 -1.949101 0.7 0.3 0.7 -0.16
C 2.007170 -0.675272 -2.962453 -0.5 0.0 0.1 -0.02
C 3.354304 -1.006317 -2.683425 -0.2 0.0 -0.7 -0.24
C 4.188353 -1.475585 -3.701641 -0.5 0.1 -0.4 -0.23
C 3.678920 -1.603417 -5.006845 -0.9 0.5 1.0 -0.11
Cl 4.714272 -2.141473 -6.270745 0.5 -0.3 -0.6 -0.05
C 2.329944 -1.302048 -5.303850 0.4 0.1 1.1 -0.23
C 1.497098 -0.859262 -4.267870 0.9 -0.3 -0.8 -0.22
O -2.824740 -0.742090 -2.469931 -0.7 0.1 0.2 -0.67
H -6.503842 -0.019203 0.285149 -0.1 0.0 0.0 0.19
H -5.062421 0.190587 1.310463 -0.2 0.0 -0.1 0.23
H -5.590598 1.505144 0.257617 -0.1 -0.1 0.0 0.20
H -4.635001 -1.230848 -0.738243 0.0 0.4 -0.2 0.18
H -5.018670 0.194747 -1.765844 0.3 -0.2 0.4 0.18
H -0.774079 0.738226 -0.309944 0.0 -0.1 0.1 0.12
H 1.493639 0.175899 -0.990664 0.4 -0.1 0.0 0.12
H 3.719467 -0.917541 -1.661045 0.0 0.0 -0.2 0.20
H 5.223551 -1.754186 -3.504630 -0.2 0.1 0.0 0.21
H 1.963499 -1.414697 -6.319765 0.0 0.0 0.1 0.21
H 0.449147 -0.636252 -4.446807 0.2 0.0 0.0 0.24



[2]
44
Properties=species:S:1:pos:R:3:forces:R:3:nbo_charge:R:1 method="wB97M-V/def2-TZVPD" orbital_gap_ev=6.777 energy_ha=-4107.8816 e_above_lowest_ev=1.7479 total_charge=+1
Pd 0.132535 1.134774 -1.972291 1.4 -0.1 0.1 0.86
N 0.982315 4.593450 0.376759 0.0 -0.2 0.0 -0.76
C 0.824242 3.358068 -0.120498 -0.2 0.5 0.0 0.31
S -0.252579 3.278939 -1.534727 0.1 0.5 -0.3 -0.03
N 1.411875 2.361254 0.468247 -0.2 -0.4 -0.3 -0.40
N 1.167738 1.188376 -0.199349 -0.4 0.5 0.7 -0.27
C 1.580497 0.069359 0.282115 0.2 -0.1 -0.1 0.25
C 2.298416 -0.057484 1.566355 0.0 0.1 -0.1 -0.05
C 1.696717 0.391684 2.738298 -0.1 0.0 0.0 -0.17
C 2.363761 0.266188 3.944570 0.0 0.0 0.0 -0.21
C 3.639494 -0.282694 3.982263 0.0 0.0 0.0 -0.18
C 4.247477 -0.716675 2.812564 0.0 0.0 0.0 -0.20
C 3.574462 -0.611839 1.604271 0.1 0.0 0.0 -0.21
C 1.278493 -1.103522 -0.560122 -0.1 -0.1 0.1 0.16
C 1.526437 -2.401574 -0.165548 0.0 -0.1 0.0 -0.20
C 1.167766 -3.445362 -1.011858 0.0 0.0 0.0 -0.12
C 0.572542 -3.164394 -2.225657 0.0 0.0 0.0 -0.23
C 0.339658 -1.837223 -2.556795 0.1 -0.1 0.1 0.08
N 0.686635 -0.843868 -1.743756 -0.1 -0.5 -0.5 -0.47
H 0.567716 5.391262 -0.067334 0.0 0.0 0.0 0.42
H 1.596182 4.726743 1.162093 0.0 0.0 0.0 0.42
H 0.706780 0.827645 2.702890 0.0 0.0 0.0 0.22
H 1.891481 0.604380 4.857112 0.0 0.0 0.0 0.23
H 4.162855 -0.367331 4.925580 0.0 0.0 0.0 0.23
H 5.243863 -1.136804 2.839492 0.0 0.0 0.0 0.23
H 4.051058 -0.941741 0.688176 0.0 0.0 0.0 0.22
H 1.979095 -2.591593 0.796455 0.0 0.0 0.0 0.26
H 1.348519 -4.469169 -0.712416 0.0 0.0 0.0 0.24
H 0.283047 -3.947936 -2.910947 0.0 0.0 0.0 0.25
H -0.120443 -1.548821 -3.492546 0.0 0.0 0.0 0.24
C -5.487749 -0.464777 -0.090156 0.0 0.0 0.0 -0.64
C -4.156560 -0.073466 -0.672446 0.0 0.0 0.0 -0.04
C -3.975363 0.121065 -2.041477 0.0 0.0 0.0 -0.14
C -2.745649 0.491188 -2.568563 0.0 0.0 0.0 -0.30
C -1.758620 0.631909 -1.614824 -0.1 0.1 0.2 0.33
Br 0.080856 1.060925 -4.354805 -0.4 0.2 -0.2 -0.36
N -1.855984 0.463349 -0.356381 -0.4 -0.2 0.2 -0.46
C -3.051141 0.110308 0.146303 0.1 0.0 -0.1 0.05
H -6.234834 -0.597414 -0.869871 0.0 0.0 0.0 0.23
H -5.848806 0.299543 0.598575 0.0 0.0 0.0 0.24
H -5.409361 -1.398096 0.467857 0.0 0.0 0.0 0.23
H -4.811760 -0.011347 -2.717851 0.0 0.0 0.0 0.24
H -2.581179 0.661108 -3.619539 0.0 0.0 0.0 0.27
H -3.112486 -0.018387 1.219783 0.0 0.0 0.0 0.21